Record 1
An isolated ion of composition C2H2BrO2S and charge -1 at a distorted geometry, computed with ωB97M-V/def2-TZVPD.

- SMILES: O=C([O-])[C@H](S)Br
- Total charge: -1
- Maximum force: 4.63 eV/A
- HOMO level: -4.65 eV
- LUMO: 3.38 eV
- ΔE to the lowest compared entry with this formula, charge and spin: 39.7 kcal/mol

```
8
C2H2BrO2S | the OMol25 dataset | ωB97M-V/def2-TZVPD
O 0.81114 -1.42767 0.68487
C -0.32801 -1.54958 0.39899
O -1.20854 -2.39912 0.46444
C -0.87382 -0.15673 -0.28127
S 0.48472 1.26627 0.70641
Br -2.72533 0.32603 -0.04639
H -0.60897 0.00885 -1.42198
H 0.82761 0.34399 1.54361
```

***

Record 2
A 2-piece molecular cluster, C2H2BrO3S overall at a distorted geometry, computed with ωB97M-V/def2-TZVPD.

- Expectation value of S²: 2.012
- Total charge: -1
- Maximum force: 4.44 eV/A
- HOMO level (spin up / spin down): -2.43 / -6.05 eV
- LUMO (spin up / spin down): 3.34 / 0.59 eV
- ΔE to the lowest compared entry with this formula, charge and spin: 21.5 kcal/mol
- Multiplicity: 3

```
9
C2H2BrO3S | the OMol25 dataset | ωB97M-V/def2-TZVPD
C -1.05599 -0.01276 0.21945
C -0.45052 -0.71332 1.03305
O 2.05451 0.10993 -0.32551
O 0.94414 2.10500 -1.35752
O 0.79538 -0.09418 -2.47991
S 1.10285 0.67079 -1.23951
Br -1.99712 -1.68165 2.65307
H -2.00547 0.40846 0.15823
H 0.61222 -0.79226 1.33864
```

***

Record 3
C2H2CaFO2 as an isolated structure at a distorted geometry, computed with ωB97M-V/def2-TZVPD.

- Total charge: +1
- Maximum force: 2.92 eV/A
- HOMO level (spin up / spin down): -13.98 / -13.98 eV
- LUMO (spin up / spin down): -5.13 / -5.13 eV

```
8
C2H2CaFO2 | the OMol25 dataset | ωB97M-V/def2-TZVPD
F -0.66362 1.60151 -1.40180
C 0.22038 1.22227 -0.56315
C 1.41168 0.86520 -0.44683
H 2.34333 0.94913 -0.99614
O -1.09741 -0.40152 0.34436
O -0.60714 -0.86998 1.62794
H -0.59511 -0.08738 2.19665
Ca 0.92539 -1.37370 0.21088
```

***

Record 4
A 2-piece molecular cluster, C2H2Cl2F2N2 overall at a distorted geometry, computed with ωB97M-V/def2-TZVPD.

- Maximum force: 3.40 eV/A
- HOMO level (spin up / spin down): -10.66 / -7.27 eV
- LUMO (spin up / spin down): -0.65 / -2.17 eV
- ΔE to the lowest compared entry with this formula, charge and spin: 68.5 kcal/mol

```
10
C2H2Cl2F2N2 | the OMol25 dataset | ωB97M-V/def2-TZVPD
C 0.61794 0.02003 -0.20470
C 1.97478 -0.52397 0.02937
N 0.01686 0.88712 -0.74762
N -3.08968 0.04441 0.97051
F 2.81488 0.49483 -0.16604
F 2.14017 -0.76801 1.35204
Cl -2.76943 1.42939 -0.03144
Cl -3.01268 -1.43480 0.05284
H 2.30505 -1.29448 -0.58487
H -0.99787 1.14547 -0.67009
```